1.
{
  "formula": "C20H48N11NbO26P",
  "method": "ωB97M-V with the def2-TZVPD basis set",
  "species": ["Nb", "P", "O", "O", "O", "O", "O", "O", "O", "O", "O", "O", "O", "O", "O", "O", "O", "O", "O", "O", "O", "O", "O", "O", "O", "O", "O", "O", "N", "N", "N", "N", "N", "N", "N", "N", "N", "N", "N", "C", "C", "C", "C", "C", "C", "C", "C", "C", "C", "C", "C", "C", "C", "C", "C", "C", "C", "C", "C", "H", "H", "H", "H", "H", "H", "H", "H", "H", "H", "H", "H", "H", "H", "H", "H", "H", "H", "H", "H", "H", "H", "H", "H", "H", "H", "H", "H", "H", "H", "H", "H", "H", "H", "H", "H", "H", "H", "H", "H", "H", "H", "H", "H", "H", "H", "H", "H"],
  "coordinates": [[-1.952, 0.739, -4.767], [-0.489, -1.042, -3.594], [2.421, 0.094, -1.881], [2.526, -3.638, -4.942], [-7.378, -3.141, -4.570], [-0.229, 3.717, 3.747], [-10.609, 0.308, -3.277], [2.085, -2.466, 2.904], [-4.084, 5.142, 0.738], [4.524, -5.331, 7.582], [8.938, 1.036, 6.654], [3.893, 2.749, 2.264], [-1.483, -1.960, -2.813], [3.215, -4.162, 8.851], [-2.801, 3.979, -0.567], [4.555, 1.316, 0.784], [-10.345, 2.449, -3.080], [5.704, -2.722, 5.317], [0.808, -2.892, -6.033], [7.412, -3.457, 6.426], [4.205, -2.653, 2.504], [0.615, 5.396, 2.665], [10.648, 0.304, 7.764], [1.728, 0.077, 0.171], [-5.044, 2.172, -6.593], [-3.011, 2.315, -5.642], [-2.810, -0.699, -6.006], [-6.432, -3.420, -2.641], [2.348, -0.391, -0.769], [-6.408, -3.169, -3.831], [3.995, 2.340, 1.118], [0.658, 4.513, 3.507], [1.615, -3.753, -5.744], [4.303, -4.595, 8.528], [6.505, -3.581, 5.616], [-3.002, 4.700, 0.392], [3.248, -2.174, 3.092], [-10.950, 1.462, -3.454], [9.745, 0.178, 6.957], [-4.669, 2.632, -2.895], [5.473, -4.196, 9.355], [-6.600, 1.601, -4.301], [9.611, -1.139, 6.280], [-5.455, 2.550, -1.619], [-1.814, 5.067, 1.207], [3.387, 3.158, 0.036], [-12.220, 1.679, -4.196], [-0.876, 2.302, -3.466], [-5.217, 2.158, -4.218], [-4.390, 2.201, -5.541], [3.075, -1.662, -0.526], [-7.384, 1.513, -3.031], [-0.978, 2.025, -1.894], [1.472, -5.063, -6.433], [6.366, -4.894, 4.937], [-5.087, -2.869, -4.445], [1.902, 4.399, 4.312], [3.524, -1.144, 4.127], [-6.833, 1.952, -1.711], [0.324, -1.792, -4.486], [5.914, -5.105, 9.759], [-4.912, -3.610, -5.223], [-1.382, 4.146, 1.588], [-1.199, 3.016, -1.358], [3.578, -1.959, -1.443], [3.138, -1.518, 5.073], [-12.106, 1.228, -5.180], [3.795, -1.479, 0.269], [5.129, -3.545, 10.155], [0.341, -0.422, -2.596], [0.178, 2.417, -3.857], [1.630, 4.539, 5.357], [9.718, -0.970, 5.210], [-5.137, -1.863, -4.860], [2.317, 3.408, 4.141], [-1.406, 3.298, -3.652], [6.471, -4.725, 3.866], [8.625, -1.534, 6.521], [-0.602, 0.885, -5.996], [-5.015, 2.923, -0.656], [7.143, -5.561, 5.300], [-7.002, 1.264, -5.298], [4.185, 3.443, -0.648], [0.039, 1.696, -1.496], [-12.398, 2.748, -4.279], [2.641, 2.539, -0.463], [-4.319, -2.930, -3.675], [0.487, -5.456, -6.188], [2.340, -2.409, -0.230], [-1.790, 1.279, -1.617], [6.171, -3.673, 8.704], [-2.133, 5.709, 2.024], [-8.417, 1.096, -3.102], [-1.119, 5.591, 0.555], [5.379, -5.284, 5.179], [1.571, -4.883, -7.502], [2.253, -5.731, -6.080], [2.925, 4.037, 0.479], [-3.172, 0.460, -3.453], [-7.408, 1.861, -0.754], [10.391, -1.801, 6.645], [-2.719, -1.572, -5.561], [2.597, 5.169, 3.989], [-13.016, 1.198, -3.631], [3.015, -0.230, 3.825], [4.596, -0.985, 4.185], [-3.625, 3.038, -2.894]],
  "forces_ev_per_a": [[-2.7, 1.9, -3.8], [-1.9, -0.5, 1.8], [0.1, 0.2, 0.5], [-0.2, 0.1, -0.2], [0.1, -0.1, 0.3], [0.2, 0.3, -0.1], [-0.1, 0.3, 0.0], [0.4, 0.0, 0.0], [0.2, -0.2, -0.2], [-0.1, 0.2, 0.1], [0.3, -0.2, 0.1], [0.1, -0.2, -0.1], [1.1, 0.4, -1.2], [0.3, -0.2, -0.2], [-0.5, 0.6, 0.5], [-0.1, 0.2, 0.3], [-0.3, -0.3, 0.0], [0.4, -0.2, 0.4], [0.5, -0.5, -0.4], [-0.3, 0.1, -0.1], [-0.3, 0.0, 0.0], [0.0, -0.3, 0.3], [-0.3, 0.1, -0.2], [0.2, 0.1, -0.2], [1.0, 0.0, 1.9], [-1.6, -1.5, 2.2], [1.0, 0.4, 2.2], [-0.2, 0.0, -0.3], [0.1, 0.0, -0.1], [0.1, 0.0, 0.1], [-0.1, 0.0, -0.1], [0.1, 0.1, 0.0], [0.0, 0.2, 0.1], [-0.2, 0.1, 0.1], [-0.1, -0.2, -0.1], [-0.1, 0.1, -0.1], [-0.1, 0.0, 0.0], [0.1, 0.2, 0.1], [0.1, 0.1, 0.0], [-2.2, -1.0, -0.2], [0.1, 0.2, 0.2], [1.4, 1.1, 2.8], [0.1, -0.2, 0.0], [-1.3, -1.2, -3.5], [0.0, 0.1, 0.1], [-0.2, 0.2, -0.1], [-0.2, 0.2, -0.2], [-0.4, 0.0, 0.4], [-0.8, -0.1, 2.4], [-0.8, 0.4, -2.3], [0.1, -0.3, -0.1], [2.2, 0.7, -0.2], [0.9, 0.9, 0.2], [0.1, -0.3, 0.0], [0.1, -0.4, -0.1], [0.3, 0.1, 0.2], [0.3, 0.1, 0.1], [0.2, 0.3, 0.1], [2.0, 0.6, -2.1], [0.2, 0.5, 0.7], [0.0, 0.0, -0.2], [-0.1, 0.1, 0.0], [0.0, 0.1, -0.2], [0.4, -1.7, -0.8], [-0.1, 0.1, 0.0], [-0.1, 0.0, -0.1], [0.0, -0.1, 0.1], [-0.1, 0.0, 0.0], [-0.1, -0.1, -0.1], [0.2, -0.3, -0.9], [-0.9, -0.1, 0.7], [-0.1, -0.1, -0.1], [-0.1, 0.0, 0.1], [0.0, -0.1, -0.1], [-0.1, 0.1, 0.0], [0.6, -1.2, -0.1], [-0.2, 0.1, 0.1], [0.1, 0.1, -0.1], [1.0, -0.4, 0.6], [-0.6, -0.5, -1.2], [-0.1, 0.2, 0.1], [0.5, 0.4, 1.4], [-0.1, -0.2, 0.0], [-1.4, 0.0, -0.4], [0.1, -0.1, 0.1], [0.1, -0.1, 0.0], [-0.1, 0.1, 0.0], [0.0, 0.1, -0.1], [0.0, 0.1, 0.1], [1.1, 0.9, -0.3], [0.0, -0.2, 0.0], [0.0, -0.1, -0.1], [1.3, 0.4, 0.3], [0.0, -0.2, 0.0], [0.0, 0.1, -0.1], [-0.1, 0.0, 0.1], [-0.1, 0.1, 0.0], [0.1, -0.1, 0.0], [0.7, -0.6, 0.8], [0.4, 0.0, -1.3], [-0.1, 0.2, 0.0], [-0.1, 0.6, -0.5], [-0.1, -0.1, -0.1], [0.1, -0.1, -0.1], [-0.1, -0.1, 0.0], [-0.2, -0.1, -0.1], [-1.2, -0.5, 0.1]],
  "lowdin_charge": [1.444, 0.512, 0.030, 0.056, 0.039, 0.075, 0.063, 0.077, 0.062, 0.045, 0.062, 0.038, -0.674, 0.082, 0.036, 0.062, 0.067, 0.070, 0.025, 0.032, 0.032, 0.050, 0.056, 0.040, 0.022, -0.305, -0.492, 0.060, -0.441, -0.449, -0.430, -0.424, -0.440, -0.438, -0.415, -0.418, -0.433, -0.442, -0.452, -0.035, 0.048, -0.007, 0.037, -0.051, 0.023, 0.061, 0.039, -0.453, -0.136, -0.531, 0.047, -0.073, -0.255, 0.039, 0.053, 0.037, 0.042, 0.035, -0.065, -0.090, 0.103, 0.098, 0.080, 0.027, 0.097, 0.099, 0.100, 0.074, 0.097, -0.072, 0.012, 0.101, 0.104, 0.092, 0.082, 0.025, 0.106, 0.069, -0.103, 0.068, 0.098, 0.109, 0.105, 0.027, 0.092, 0.086, 0.093, 0.102, 0.107, 0.050, 0.082, 0.093, 0.046, 0.101, 0.092, 0.098, 0.090, 0.093, -0.056, 0.086, 0.095, -0.037, 0.096, 0.097, 0.100, 0.075, 0.072],
  "lumo_ha": 0.0223,
  "charge": -1,
  "orbital_gap_ev": 5.09,
  "molar_mass_g_mol": 982.54,
  "total_energy_ha": -3746.57112,
  "homo_energy_ev": -4.48
}

***

2.
{
  "formula": "C20H48N5O6",
  "method": "ωB97M-V with the def2-TZVPD basis set",
  "species": ["O", "O", "O", "O", "O", "O", "N", "N", "N", "N", "N", "C", "C", "C", "C", "C", "C", "C", "C", "C", "C", "C", "C", "C", "C", "C", "C", "C", "C", "C", "C", "H", "H", "H", "H", "H", "H", "H", "H", "H", "H", "H", "H", "H", "H", "H", "H", "H", "H", "H", "H", "H", "H", "H", "H", "H", "H", "H", "H", "H", "H", "H", "H", "H", "H", "H", "H", "H", "H", "H", "H", "H", "H", "H", "H", "H", "H", "H", "H"],
  "coordinates": [[-1.579, 4.241, 1.475], [8.067, -4.053, -1.700], [-3.160, 7.652, -1.164], [3.616, -3.184, -1.043], [0.638, 0.157, 0.747], [-2.745, 0.305, 1.395], [-7.813, -1.005, 0.455], [-6.059, 0.465, 0.753], [-2.839, 4.555, -1.189], [-5.866, -1.687, 1.640], [5.623, -5.576, -1.023], [8.591, -3.932, -0.393], [-2.521, 6.892, -2.170], [-3.060, 5.474, -2.303], [-3.932, -0.171, 1.954], [7.808, -5.391, -2.106], [-2.739, 3.889, 2.187], [4.171, -5.587, -1.129], [-0.357, 0.230, 1.735], [-1.304, 3.428, 0.335], [2.089, -1.545, 1.794], [1.254, -1.115, 0.597], [-4.430, -1.459, 1.309], [-6.612, -0.715, 0.966], [-1.615, -0.581, 1.394], [6.324, -5.611, -2.299], [-2.604, 7.552, 0.132], [-1.441, 4.223, -0.942], [4.784, -2.425, -1.309], [-5.000, 0.913, 1.697], [3.495, -4.387, -1.782], [-0.272, 3.079, 0.427], [-2.642, 5.025, -3.209], [-3.884, -2.338, 1.644], [-2.792, 8.496, 0.643], [-8.472, -1.569, 0.968], [-5.488, 1.232, 2.621], [5.967, -4.841, -2.999], [-3.652, 4.058, 1.599], [3.769, -5.681, -0.116], [0.041, -0.053, 2.716], [5.116, -2.546, -2.343], [0.535, -1.911, 0.360], [-1.758, -1.407, 2.098], [8.212, -6.102, -1.380], [1.908, -1.025, -0.271], [3.870, -6.488, -1.673], [-1.433, 6.912, -2.028], [1.439, -1.762, 2.644], [-1.958, 2.552, 0.313], [3.829, -4.231, -2.814], [7.869, -4.240, 0.372], [8.316, -5.554, -3.060], [-3.223, 4.971, -0.349], [-4.140, 5.547, -2.456], [-3.846, -0.287, 3.044], [-2.778, 4.517, 3.075], [-8.073, -0.666, -0.458], [-3.068, 6.753, 0.721], [-4.361, -1.360, 0.225], [-1.524, 7.383, 0.096], [-2.708, 2.838, 2.499], [2.577, -2.483, 1.517], [-4.509, 1.785, 1.268], [8.837, -2.882, -0.241], [5.607, -2.684, -0.637], [6.164, -6.587, -2.766], [-1.064, 3.622, -1.774], [-6.011, -1.569, 2.644], [-2.724, 7.406, -3.112], [-1.500, -0.979, 0.382], [2.854, -0.811, 2.045], [-0.644, 1.279, 1.812], [4.539, -1.375, -1.141], [-0.805, 5.113, -0.854], [2.424, -4.603, -1.829], [9.502, -4.526, -0.272], [-6.737, 1.189, 0.554], [5.909, -4.747, -0.518]],
  "forces_ev_per_a": [[-0.1, 0.0, 0.0], [-0.1, 0.0, 0.1], [0.0, -0.1, 0.1], [0.1, 0.0, 0.0], [-0.2, 0.0, -0.2], [0.0, 0.0, 0.1], [0.1, 0.2, 0.1], [-0.4, 0.1, 0.8], [0.0, 0.0, 0.1], [-0.1, 0.7, 0.1], [0.0, 0.1, -0.1], [0.0, 0.0, -0.1], [0.0, 0.1, -0.2], [-0.1, -0.1, 0.0], [-0.3, 0.3, -0.2], [0.1, 0.0, -0.2], [0.1, 0.0, 0.0], [0.1, 0.0, 0.1], [0.1, 0.0, 0.2], [0.3, 0.0, 0.0], [-0.3, -0.4, -0.3], [0.6, -0.1, 0.0], [-0.1, -0.2, 0.4], [0.0, -0.1, -0.2], [0.2, 0.1, -0.1], [-0.1, 0.1, 0.1], [0.0, 0.1, 0.0], [-0.2, 0.1, 0.0], [-0.1, 0.1, 0.1], [0.4, 0.2, -0.3], [-0.2, -0.1, 0.0], [0.0, 0.0, 0.0], [0.0, 0.0, 0.0], [0.0, 0.0, -0.1], [0.0, 0.0, 0.0], [0.3, -0.6, -0.3], [0.0, -0.1, 0.0], [0.0, -0.1, -0.1], [0.0, 0.0, 0.0], [0.0, 0.0, 0.0], [0.0, -0.1, -0.1], [0.0, 0.0, 0.0], [-0.2, 0.2, 0.0], [-0.1, 0.1, 0.0], [0.0, 0.0, 0.0], [-0.1, 0.1, 0.0], [0.0, 0.0, 0.0], [0.0, -0.1, 0.1], [0.2, 0.1, 0.2], [-0.1, 0.0, 0.0], [0.1, 0.0, 0.0], [0.0, 0.0, 0.0], [0.0, 0.0, 0.0], [0.0, 0.0, 0.0], [0.0, 0.0, 0.0], [0.1, -0.2, -0.1], [0.0, 0.0, 0.0], [-0.3, 0.5, 0.3], [0.1, 0.0, 0.0], [0.1, -0.2, 0.0], [0.0, 0.0, 0.0], [0.0, 0.0, 0.0], [0.1, 0.1, 0.1], [0.0, -0.1, -0.1], [0.0, 0.0, 0.0], [0.0, 0.0, -0.1], [0.0, 0.0, 0.0], [0.0, 0.0, 0.0], [0.0, -0.5, 0.0], [0.0, 0.0, 0.0], [0.0, -0.1, 0.1], [-0.1, 0.0, 0.1], [0.0, -0.1, -0.1], [0.0, 0.0, 0.0], [0.1, -0.1, 0.0], [0.0, 0.0, 0.0], [0.0, 0.0, 0.0], [0.2, 0.1, -0.6], [0.0, 0.0, 0.0]],
  "lowdin_charge": [-0.176, -0.197, -0.176, -0.203, -0.139, -0.125, 0.221, 0.139, -0.055, 0.083, -0.050, -0.117, -0.226, -0.202, -0.329, -0.217, -0.123, -0.204, -0.183, -0.212, -0.066, -0.263, -0.101, -0.357, -0.132, -0.216, -0.100, -0.206, -0.091, -0.040, -0.223, 0.124, 0.119, 0.134, 0.090, 0.138, 0.140, 0.108, 0.076, 0.117, 0.122, 0.091, 0.115, 0.130, 0.123, 0.113, 0.119, 0.113, 0.066, 0.107, 0.112, 0.081, 0.123, 0.068, 0.116, 0.163, 0.095, 0.138, 0.069, 0.147, 0.090, 0.071, 0.073, 0.119, 0.088, 0.075, 0.125, 0.128, 0.155, 0.124, 0.133, 0.087, 0.108, 0.084, 0.113, 0.119, 0.089, 0.172, 0.073],
  "lumo_ha": -0.1393,
  "charge": 1,
  "orbital_gap_ev": 6.23,
  "molar_mass_g_mol": 454.63,
  "total_energy_ha": -1515.68282,
  "homo_energy_ev": -10.02
}